#A
{"formula": "C4H8O", "method": "ωB97M-V/def2-TZVPD", "smiles": "C/C=C/CO", "symbols": ["C", "C", "C", "C", "O", "H", "H", "H", "H", "H", "H", "H", "H"], "positions_angstrom": [[-1.0685, 0.4180, 1.8094], [-0.5521, -0.3444, 0.6362], [-0.0815, 0.2210, -0.4656], [0.7815, -0.5525, -1.4114], [1.5633, 0.3402, -2.1898], [-0.3715, 0.9903, 2.4254], [-1.6478, -0.1422, 2.5349], [-1.7881, 1.2137, 1.5373], [-0.4800, -1.4161, 0.8436], [-0.5430, 1.1797, -0.6951], [1.4896, -1.1947, -0.8882], [0.1940, -1.1342, -2.1215], [2.5039, 0.4212, -2.0152]]}

#B
{"formula": "C4H8O", "method": "ωB97M-V/def2-TZVPD", "smiles": "OC1CCC1", "symbols": ["O", "C", "C", "C", "C", "H", "H", "H", "H", "H", "H", "H", "H"], "positions_angstrom": [[2.0301, 0.2101, -0.4868], [0.7294, -0.3126, -0.5073], [0.1227, -0.3483, 0.9560], [-1.1964, 0.0029, 0.2678], [-0.4350, 0.5745, -0.9427], [1.9727, 0.1720, 0.4713], [0.7132, -1.3022, -0.9824], [0.4583, 0.4826, 1.6166], [0.1908, -1.2622, 1.5597], [-1.8789, 0.6625, 0.7940], [-1.6812, -0.9356, -0.0001], [-0.1647, 1.6286, -0.8078], [-0.8609, 0.4278, -1.9383]]}

Going by the energies, #B is most stable and the next is 0.054 eV up.

#A
{"formula": "C4H8O", "method": "ωB97M-V/def2-TZVPD", "smiles": "C1=CC1.[H][H].C=O", "symbols": ["C", "C", "C", "H", "H", "H", "H", "H", "H", "C", "O", "H", "H"], "positions_angstrom": [[-0.3443, 0.7418, -0.8427], [-0.9986, -0.3685, -0.9634], [-1.3622, 0.4656, 0.2220], [0.2645, 1.4779, -1.3380], [-1.2873, -1.2022, -1.5800], [-1.0469, 0.1581, 1.2269], [-2.3100, 1.0041, 0.1961], [0.3778, -1.8379, 0.5843], [-0.1719, -1.9549, 0.0946], [1.7094, 0.3823, 0.5858], [1.5666, -0.5577, 1.3318], [2.2230, 0.2953, -0.3907], [1.3799, 1.3960, 0.8733]]}

#B
{"formula": "C4H8O", "method": "ωB97M-V/def2-TZVPD", "symbols": ["C", "C", "O", "C", "C", "H", "H", "H", "H", "H", "H", "H", "H"], "positions_angstrom": [[-1.3807, -1.3451, 0.6925], [-0.8380, -0.1094, 0.1070], [0.2983, 2.0747, -1.0583], [0.5896, -0.1706, -0.2504], [1.1840, 1.2451, -0.3583], [-1.1490, -1.1773, 1.7625], [-0.8982, -2.2953, 0.4146], [-2.4701, -1.4199, 0.6281], [-0.5828, 1.7980, -0.7371], [1.2185, -0.8808, 0.3147], [0.5097, -0.5789, -1.2796], [1.3804, 1.6227, 0.6593], [2.1384, 1.2367, -0.8948]]}

Going by the energies, #B is most stable and the next is 1.414 eV up.

#A
{"formula": "C3H27NO12", "method": "ωB97M-V/def2-TZVPD", "smiles": "CNCC(=O)O.O.O.O.O.O.O.O.O.O.O", "symbols": ["C", "N", "C", "C", "O", "O", "H", "H", "H", "H", "H", "H", "H", "O", "H", "H", "O", "H", "H", "O", "H", "H", "O", "H", "H", "O", "H", "H", "O", "H", "H", "O", "H", "H", "O", "H", "H", "O", "H", "H", "O", "H", "H"], "positions_angstrom": [[0.3932, -1.1622, 1.6137], [-0.2466, -1.4116, 0.3516], [0.5096, -1.6483, -0.8076], [1.6591, -0.7506, -1.2948], [2.1291, 0.0857, -0.5548], [2.1710, -1.0615, -2.4883], [1.1476, -1.9053, 2.0052], [-0.3685, -0.9690, 2.3847], [0.8528, -0.1815, 1.6833], [-1.1191, -0.8805, 0.2165], [-0.1844, -1.8095, -1.6122], [0.9038, -2.6950, -0.8249], [3.1049, -0.8343, -2.6269], [-2.0920, -3.7732, -1.5175], [-2.8547, -3.8150, -0.9320], [-1.3400, -3.5867, -0.9516], [1.3584, 2.3937, 1.6401], [1.4349, 1.4499, 1.7929], [1.9823, 2.6066, 0.9339], [-0.0150, 1.2097, -2.2568], [0.0721, 1.5686, -1.3321], [-0.0108, 2.1256, -2.6755], [-1.6572, 2.0651, 3.2849], [-1.9764, 1.2476, 2.8997], [-1.3277, 2.7113, 2.6629], [-2.5875, 0.9813, -2.2588], [-1.9251, 1.7163, -2.1703], [-2.0255, 0.2662, -2.5672], [-2.7198, 2.6905, 0.5381], [-2.9996, 1.7762, 0.6358], [-3.1345, 3.0874, -0.2280], [3.3450, -0.6389, 2.1095], [4.0649, -0.0033, 2.1189], [2.7995, -0.4808, 1.3336], [-0.3373, 3.1198, -0.2860], [0.0561, 2.7271, 0.5122], [-1.1871, 3.4779, 0.0206], [-3.7284, 0.0578, 0.4075], [-4.2402, -0.4707, 1.0246], [-3.6937, -0.1466, -0.5352], [3.1435, -3.3372, 0.7347], [3.0916, -3.0589, 1.6551], [3.5516, -2.5913, 0.2762]]}

#B
{"formula": "C3H27NO12", "method": "ωB97M-V/def2-TZVPD", "smiles": "N[C@H](C=O)CO.O.O.O.O.O.O.O.O.O.O", "symbols": ["N", "C", "C", "O", "C", "O", "H", "H", "H", "H", "H", "H", "H", "O", "H", "H", "O", "H", "H", "O", "H", "H", "O", "H", "H", "O", "H", "H", "O", "H", "H", "O", "H", "H", "O", "H", "H", "O", "H", "H", "O", "H", "H"], "positions_angstrom": [[1.3588, -1.0001, -0.0789], [2.1216, -0.6447, 1.0932], [2.0092, -1.6797, 2.1355], [1.6828, -2.8624, 2.0023], [1.6360, 0.7980, 1.5846], [2.2342, 1.6561, 0.6476], [1.7457, -0.6507, -0.9586], [0.3856, -0.7769, 0.1026], [3.2568, -0.2891, 0.8640], [2.1751, -1.3056, 3.2044], [0.5873, 0.7272, 1.3284], [1.9119, 0.9328, 2.5849], [2.7485, 2.3864, 1.0123], [-0.1874, 1.4219, 4.1789], [-0.6114, 0.5885, 3.8815], [-0.4979, 2.0242, 3.4982], [-0.9837, 0.1405, -2.0080], [-1.8946, 0.0640, -1.6839], [-0.6889, 1.1418, -2.1726], [-0.4834, 2.7143, 1.9277], [0.2007, 3.3173, 1.6753], [-1.2543, 2.7525, 1.2428], [-0.9324, -3.1303, -0.0865], [0.0204, -3.4352, -0.2986], [-1.2333, -3.6451, 0.6761], [-3.0749, -1.6885, -1.4280], [-2.1887, -2.1606, -0.9962], [-2.9170, -1.7160, -2.3018], [1.6172, -3.8533, -0.5820], [1.4197, -3.1920, -1.2670], [1.7203, -3.3539, 0.2591], [-1.8800, 3.2806, -0.3650], [-1.5659, 3.9343, -0.9619], [-2.4307, 2.6192, -0.8265], [0.5880, -1.8713, -3.1926], [0.3568, -1.1166, -2.6176], [0.4846, -1.5781, -4.1419], [0.5682, 2.6256, -1.5080], [1.1693, 2.0964, -0.9460], [1.1723, 3.2615, -1.7550], [-3.2691, 0.8186, -1.0990], [-3.2669, -0.0962, -0.7636], [-3.8102, 0.7447, -1.8598]]}

Going by the energies, #A is most stable and the next is 1.228 eV up.

#A
{"formula": "C2H4N4O2", "method": "ωB97M-V/def2-TZVPD", "smiles": "[H]/N=c1/c(O)n[nH]n1O", "symbols": ["H", "N", "C", "C", "O", "N", "N", "N", "O", "H", "H", "H"], "positions_angstrom": [[-0.8385, 2.3306, 0.0658], [0.2138, 1.9245, -0.2914], [0.2381, 0.6576, -0.4438], [1.2230, -0.2420, -0.2218], [2.4353, 0.2413, 0.2631], [0.7658, -1.3636, -0.1334], [-0.6154, -1.4027, -0.3851], [-1.0057, -0.0823, -0.3475], [-2.0378, 0.2104, 0.4875], [3.1716, -0.5166, 0.5308], [-0.6114, -1.8174, 0.5917], [-2.9388, 0.0602, -0.1159]]}

#B
{"formula": "C2H4N4O2", "method": "ωB97M-V/def2-TZVPD", "smiles": "[H]/N=c1\\oc(=O)[nH]n1N", "symbols": ["H", "N", "C", "O", "C", "O", "N", "N", "N", "H", "H", "H"], "positions_angstrom": [[-2.7076, 1.0339, 0.4741], [-1.7152, 1.2098, 0.3848], [-0.8008, 0.4246, 0.3459], [-0.8094, -0.8873, 0.1065], [0.4268, -1.3364, -0.3984], [0.5750, -2.5291, -0.5190], [1.1214, -0.1688, -0.3752], [0.5432, 0.7553, 0.4799], [0.6545, 2.0488, -0.0799], [2.0059, -0.1538, -0.0964], [1.0236, 2.7724, 0.7391], [-0.4307, 2.2339, -0.3694]]}

Going by the energies, #B is most stable and the next is 3.667 eV up.